Entry 1:
Entry from the OMol25 dataset: a structure of composition C33H47F3O2RbS3SbSi2Te in a non-equilibrium geometry (ωB97M-V/def2-TZVPD).

As for the LUMO energy: 0.0 eV. Its total energy is -109980.6323 eV. For the strongest force on any atom, the calculation gives 0.0350 hartree/bohr. As for the HOMO energy: -8.08 eV.

Geometry as ORCA input:
```
! RIJCOSX wB97M-V def2-TZVPD def2/J DEFGRID3
* xyz 0 1
Rb 1.116 1.089 -0.002
C 5.025 3.853 1.322
C 5.464 3.252 -0.008
S 4.152 2.386 -0.906
C 3.807 3.420 -2.340
C 3.026 4.704 -2.091
S 1.394 4.430 -1.346
C 1.450 5.338 0.214
C 2.330 4.804 1.329
S 4.052 5.373 1.216
H 5.917 4.117 1.896
H 4.479 3.117 1.917
H 6.253 2.519 0.173
H 5.884 4.022 -0.658
H 3.243 2.761 -3.006
H 4.740 3.644 -2.862
H 2.881 5.213 -3.047
H 3.592 5.370 -1.439
H 0.406 5.309 0.540
H 1.670 6.388 0.005
H 2.315 3.716 1.370
H 1.926 5.155 2.281
O 1.761 1.801 2.317
C 0.568 1.846 2.671
O -0.427 1.676 1.936
H 0.365 2.057 3.751
F -7.454 -0.535 -3.453
C -6.363 -0.201 -2.731
C -6.309 1.043 -2.137
C -5.180 1.371 -1.399
C -4.124 0.479 -1.255
C -4.222 -0.760 -1.879
C -5.337 -1.118 -2.617
Sb -2.353 0.885 -0.104
C -2.890 2.870 0.434
C -2.814 3.863 -0.534
C -3.097 5.188 -0.233
C -3.452 5.494 1.065
F -3.733 6.778 1.378
C -3.527 4.537 2.058
C -3.236 3.223 1.731
C -3.058 -0.181 1.600
C -4.394 -0.139 1.979
C -4.858 -0.876 3.057
C -3.957 -1.669 3.738
F -4.397 -2.400 4.786
C -2.624 -1.748 3.386
C -2.184 -0.991 2.313
H -7.133 1.730 -2.254
H -5.141 2.343 -0.925
H -3.415 -1.479 -1.798
H -5.419 -2.080 -3.101
H -2.529 3.619 -1.552
H -3.041 5.968 -0.977
H -3.798 4.826 3.062
H -3.265 2.470 2.506
H -5.099 0.468 1.422
H -5.894 -0.851 3.364
H -1.956 -2.382 3.950
H -1.138 -1.035 2.036
C 0.118 -5.386 -2.762
Si -0.747 -5.183 -1.111
C -1.350 -6.846 -0.487
C -2.183 -3.983 -1.263
C 0.472 -4.491 0.154
Te 1.060 -2.492 -0.286
C 2.889 -2.512 0.833
Si 4.377 -3.024 -0.200
C 5.902 -3.000 0.898
C 4.063 -4.764 -0.841
C 4.600 -1.839 -1.637
H -0.587 -5.697 -3.531
H 0.898 -6.143 -2.706
H 0.577 -4.454 -3.090
H -2.049 -7.294 -1.190
H -1.859 -6.755 0.471
H -0.523 -7.542 -0.358
H -2.945 -4.367 -1.940
H -1.856 -3.021 -1.663
H -2.652 -3.804 -0.298
H 1.386 -5.085 0.152
H 0.056 -4.496 1.160
H 2.705 -3.207 1.653
H 3.007 -1.528 1.294
H 5.816 -3.706 1.721
H 6.062 -2.012 1.326
H 6.796 -3.260 0.333
H 3.900 -5.475 -0.034
H 4.919 -5.114 -1.416
H 3.194 -4.792 -1.497
H 4.808 -0.824 -1.310
H 3.712 -1.812 -2.270
H 5.436 -2.158 -2.256
*
```

natural (NBO) population analysis, charges in e, atoms 1 to 5: 0.86, -0.55, -0.54, 0.17, -0.54



Entry 2:
Entry from the OMol25 dataset: a cluster of 3 separate species, C4H13N2 in total in a non-equilibrium geometry (ωB97M-V/def2-TZVPD).

As for the LUMO energy: -9.2 eV. Its total energy is -7324.7260 eV. For the strongest force on any atom, the calculation gives 0.0839 hartree/bohr. As for the HOMO energy: -12.86 eV.

Geometry as ORCA input:
```
! RIJCOSX wB97M-V def2-TZVPD def2/J DEFGRID3
* xyz 1 1
C 4.012 -0.734 -0.973
N -2.377 0.778 -0.439
C -3.653 0.301 0.071
C 2.883 -0.325 -1.574
N -0.331 -0.584 0.824
C 0.198 0.424 1.701
H 5.042 -0.543 -1.380
H 3.788 -1.491 -0.255
H -2.249 1.757 -0.294
H -4.514 0.895 -0.545
H -3.705 0.240 1.222
H -3.886 -0.754 -0.331
H 2.825 0.433 -2.363
H 1.829 -0.767 -1.323
H -1.531 0.208 0.085
H -0.361 -1.402 1.334
H -0.470 0.632 2.588
H 0.334 1.378 1.095
H 1.208 0.059 2.131
*
```

natural (NBO) population analysis, charges in e, atoms 1 to 5: -0.39, -0.52, -0.49, -0.39, -0.15



Entry 3:
Entry from the OMol25 dataset: a structure of composition C49H50Cl2GeNO5P2SW in a non-equilibrium geometry (ωB97M-V/def2-TZVPD).

As for the LUMO energy (spin up / spin down): -10.9 / -12.2 eV. Its total energy is -176125.7740 eV. For the strongest force on any atom, the calculation gives 0.0278 hartree/bohr. As for the HOMO energy (spin up / spin down): -15.13 / -14.00 eV.

Geometry as ORCA input:
```
! RIJCOSX wB97M-V def2-TZVPD def2/J DEFGRID3
* xyz 3 1
W -0.201 0.301 -0.430
O -0.438 2.150 -4.024
C -0.432 2.162 -2.842
O -0.730 1.043 -2.090
C -0.175 3.356 -1.946
C -1.077 3.366 -0.699
C -1.030 4.715 0.000
C 0.382 4.704 0.633
C 0.917 3.346 0.206
O -0.308 2.509 0.239
C 1.256 3.337 -1.289
C 2.109 2.132 -1.660
O 3.080 2.157 -2.338
O 1.683 0.952 -1.075
H -0.313 4.246 -2.557
H -2.069 2.940 -0.830
H -1.178 5.530 -0.707
H -1.808 4.785 0.758
H 1.021 5.508 0.273
H 0.336 4.776 1.719
H 1.666 2.912 0.861
H 1.828 4.217 -1.578
C -7.590 -1.814 3.167
S -6.553 -0.984 4.332
C -4.986 -0.831 3.501
C -5.044 0.251 2.403
C -3.642 0.700 1.981
N -2.791 -0.369 1.433
P -1.103 -0.527 1.837
C -0.920 -2.285 2.170
C -0.007 -3.063 1.464
C 0.084 -4.426 1.710
C -0.734 -5.016 2.661
C -1.649 -4.243 3.370
C -1.748 -2.888 3.119
C -0.819 0.376 3.363
C -0.613 -0.263 4.584
C -0.385 0.495 5.726
C -0.359 1.881 5.658
C -0.552 2.522 4.440
C -0.776 1.775 3.296
P -2.646 -0.538 -0.305
C -4.098 0.185 -1.081
C -5.319 -0.491 -0.979
C -6.440 0.010 -1.617
C -6.350 1.172 -2.380
C -5.136 1.824 -2.513
C -4.010 1.332 -1.865
C -2.756 -2.292 -0.692
C -3.369 -3.227 0.135
C -3.464 -4.549 -0.269
C -2.956 -4.937 -1.503
C -2.346 -4.006 -2.333
C -2.238 -2.685 -1.927
H -8.584 -1.888 3.602
H -7.177 -2.809 2.979
H -7.616 -1.241 2.237
H -4.724 -1.809 3.091
H -4.278 -0.563 4.288
H -5.558 1.141 2.774
H -5.606 -0.115 1.545
H -3.140 1.137 2.844
H -3.780 1.502 1.248
H 0.623 -2.624 0.706
H 0.787 -5.026 1.148
H -0.665 -6.078 2.851
H -2.282 -4.705 4.116
H -2.466 -2.291 3.669
H -0.585 -1.341 4.651
H -0.213 -0.005 6.670
H -0.179 2.462 6.552
H -0.522 3.602 4.384
H -0.918 2.278 2.348
H -5.379 -1.434 -0.450
H -7.380 -0.522 -1.555
H -7.224 1.549 -2.893
H -5.055 2.702 -3.138
H -3.058 1.818 -2.017
H -3.747 -2.925 1.103
H -3.928 -5.282 0.377
H -3.033 -5.969 -1.816
H -1.953 -4.310 -3.293
H -1.757 -1.963 -2.580
Ge 2.229 -0.046 0.608
C 3.166 -1.492 -0.279
C 3.689 -1.236 -1.548
C 4.417 -2.220 -2.207
C 4.618 -3.458 -1.618
C 4.090 -3.720 -0.362
C 3.368 -2.742 0.308
C 3.294 1.320 1.429
C 4.434 1.701 0.721
C 5.264 2.688 1.242
C 4.963 3.279 2.462
C 3.831 2.891 3.168
C 2.994 1.910 2.657
H 0.136 -1.335 -0.719
H 3.541 -0.284 -2.039
H 4.829 -2.008 -3.184
H 5.186 -4.219 -2.135
H 4.251 -4.684 0.103
H 2.980 -2.962 1.291
H 4.697 1.232 -0.218
H 6.152 2.980 0.698
H 5.617 4.038 2.868
H 3.609 3.343 4.126
H 2.121 1.601 3.222
Cl 2.296 -1.382 3.304
C 3.969 -1.782 3.894
Cl 5.226 -1.010 2.976
H 4.061 -2.860 3.820
H 4.001 -1.440 4.922
*
```

Mulliken population analysis, charges in e, atoms 1 to 5: 4.34, -0.48, -0.32, -0.95, 0.15



Entry 4:
Entry from the OMol25 dataset: a cluster of 6 separate species, C17H36I3N11O10 in total in a non-equilibrium geometry (ωB97M-V/def2-TZVPD).

The SMILES is CC[C@H](I)[C@]1(CC(=O)O)OC(=O)O[C@@]1(CN)/C(I)=C(/C)I.NC(N)=O.NC(N)=O.NC(N)=O.NC(N)=O.NC(N)=O. As for the LUMO energy: -0.3 eV. Its total energy is -79381.6303 eV. For the strongest force on any atom, the calculation gives 0.0992 hartree/bohr. As for the HOMO energy: -8.29 eV.

Geometry as ORCA input:
```
! RIJCOSX wB97M-V def2-TZVPD def2/J DEFGRID3
* xyz 0 1
C -0.559 -4.482 -1.094
C 0.181 -3.790 0.190
C 1.568 -3.196 -0.362
I 3.152 -4.741 -0.537
C 2.053 -1.813 0.256
C 1.514 -0.695 -0.803
C -0.065 -0.716 -1.026
O -0.504 -1.341 -2.039
O -1.054 -0.114 -0.199
O 3.502 -1.805 -0.012
C 4.044 -0.625 0.637
O 5.076 -0.009 0.351
O 3.097 -0.372 1.701
C 2.058 -1.427 1.792
C 2.857 -2.362 2.885
N 2.726 -3.821 2.722
C 0.697 -1.111 2.569
I -0.441 -2.708 3.603
C 0.068 0.157 2.677
C -1.297 0.378 3.526
I 0.859 1.920 1.720
H -1.419 -3.853 -1.493
H 0.193 -4.728 -1.936
H -0.999 -5.509 -0.792
H 0.303 -4.648 0.941
H -0.533 -2.981 0.595
H 1.362 -2.989 -1.482
H 1.996 -0.898 -1.833
H 1.811 0.370 -0.527
H -1.113 0.853 -0.420
H 2.498 -2.023 3.934
H 3.989 -2.121 2.895
H 2.687 -4.227 3.679
H 1.861 -4.143 2.275
H -1.187 0.038 4.616
H -2.124 -0.155 2.954
H -1.527 1.509 3.581
N -1.888 4.676 -0.338
C -2.762 3.782 0.183
N -4.022 4.255 0.358
O -2.442 2.638 0.473
H -2.132 5.619 -0.583
H -0.943 4.363 -0.483
H -4.701 3.619 0.744
H -4.305 5.190 0.127
N 4.215 0.713 5.149
C 3.846 -0.242 6.038
N 4.533 -0.226 7.207
O 2.963 -1.054 5.803
H 4.937 1.388 5.321
H 3.726 0.732 4.267
H 4.287 -0.921 7.893
H 5.261 0.432 7.419
N -3.643 4.304 -3.698
C -2.629 5.006 -4.261
N -2.836 5.362 -5.555
O -1.610 5.296 -3.653
H -4.488 4.056 -4.180
H -3.526 4.021 -2.738
H -2.105 5.885 -6.010
H -3.667 5.133 -6.073
N 3.296 -9.796 -1.342
C 2.379 -9.101 -0.622
N 2.851 -8.562 0.529
O 1.219 -8.973 -0.982
H 4.253 -9.913 -1.064
H 2.983 -10.212 -2.204
H 2.200 -8.038 1.091
H 3.800 -8.656 0.843
N -4.749 8.075 -5.296
C -5.905 8.062 -6.004
N -6.760 9.074 -5.716
O -6.156 7.204 -6.838
H -4.522 8.769 -4.608
H -4.088 7.337 -5.485
H -7.631 9.098 -6.222
H -6.573 9.788 -5.036
*
```

Mulliken population analysis, charges in e, atoms 1 to 5: -1.15, 0.26, -1.80, 0.11, 1.12



Entry 5:
Entry from the OMol25 dataset: a structure of composition C3H5NO2 in a non-equilibrium geometry (ωB97M-V/def2-TZVPD).

As for the LUMO energy: 0.5 eV. Its total energy is -8775.0337 eV. For the strongest force on any atom, the calculation gives 0.0755 hartree/bohr. As for the HOMO energy: -10.37 eV.

Geometry as ORCA input:
```
! RIJCOSX wB97M-V def2-TZVPD def2/J DEFGRID3
* xyz 0 1
N 1.493 -0.495 0.447
C 0.261 -0.108 -0.208
C -1.042 -0.699 0.229
O -1.640 0.634 0.175
C -0.443 1.235 -0.102
O -0.197 2.395 -0.240
H 1.967 0.282 0.916
H 1.737 -0.421 -0.554
H 0.399 -0.316 -1.399
H -1.474 -1.381 -0.499
H -1.061 -1.125 1.234
*
```

natural (NBO) population analysis, charges in e, atoms 1 to 5: -0.82, -0.19, -0.08, -0.48, 0.77



Entry 6:
Entry from the OMol25 dataset: the molecule C2H3N5O in a non-equilibrium geometry (ωB97M-V/def2-TZVPD).

The SMILES is N/N=c1\nncno1. As for the LUMO energy: -1.3 eV. Its total energy is -11614.7250 eV. For the strongest force on any atom, the calculation gives 0.0874 hartree/bohr. As for the HOMO energy: -8.48 eV.

Geometry as ORCA input:
```
! RIJCOSX wB97M-V def2-TZVPD def2/J DEFGRID3
* xyz 0 1
N 2.452 0.126 -0.142
N 1.475 -0.806 -0.084
C 0.264 -0.336 -0.021
N -0.142 0.972 0.113
N -1.390 1.063 0.178
C -2.314 0.033 -0.133
N -1.853 -1.110 -0.131
O -0.548 -1.263 0.349
H 2.045 1.001 0.124
H 3.283 -0.125 0.283
H -3.271 0.446 -0.536
*
```

natural (NBO) population analysis, charges in e, atoms 1 to 5: -0.61, -0.19, 0.42, -0.14, -0.18



Entry 7:
Entry from the OMol25 dataset: the molecule C8H7NO3 in a non-equilibrium geometry (ωB97M-V/def2-TZVPD).

The SMILES is COc1ccc2c(=O)[nH]oc2c1. As for the LUMO energy: 0.5 eV. Its total energy is -16040.2113 eV. For the strongest force on any atom, the calculation gives 0.0415 hartree/bohr. As for the HOMO energy: -8.98 eV.

Geometry as ORCA input:
```
! RIJCOSX wB97M-V def2-TZVPD def2/J DEFGRID3
* xyz 0 1
C -3.435 0.193 0.087
O -2.430 -0.778 0.104
C -1.153 -0.374 -0.053
C -0.769 1.001 -0.048
C 0.586 1.320 -0.075
C 1.594 0.373 0.025
C 3.050 0.374 0.060
O 3.899 1.246 -0.001
N 3.369 -0.959 0.218
O 2.261 -1.796 -0.044
C 1.172 -0.978 -0.006
C -0.142 -1.400 -0.093
H -3.494 0.804 0.968
H -3.273 0.861 -0.775
H -4.402 -0.263 -0.083
H -1.475 1.823 0.111
H 0.902 2.337 -0.019
H 4.173 -1.357 -0.216
H -0.434 -2.425 -0.159
*
```

natural (NBO) population analysis, charges in e, atoms 1 to 5: -0.25, -0.48, 0.38, -0.36, -0.09



Entry 8:
Entry from the OMol25 dataset: a cluster of 6 separate species, C3H18NO6 in total in a non-equilibrium geometry (ωB97M-V/def2-TZVPD).

As for the LUMO energy: 3.4 eV. Its total energy is -17177.5785 eV. For the strongest force on any atom, the calculation gives 0.1186 hartree/bohr. As for the HOMO energy: -5.74 eV.

Geometry as ORCA input:
```
! RIJCOSX wB97M-V def2-TZVPD def2/J DEFGRID3
* xyz -1 1
C 0.047 -1.548 1.479
C -0.222 -0.124 1.731
C -1.678 0.142 1.477
O -2.049 -0.335 0.268
N 0.948 -1.955 0.388
H -1.051 -1.967 1.328
H 0.448 -2.021 2.460
H 0.302 0.468 2.496
H 0.229 0.414 0.881
H -1.849 1.221 1.414
H -2.331 -0.250 2.245
H 1.863 -1.518 0.616
H 0.821 -1.325 -0.454
H -1.280 0.995 -2.395
H -1.734 0.233 -0.669
O -0.802 0.616 -1.682
H 3.012 0.865 0.881
H 2.103 -0.021 1.907
O 2.565 0.845 1.655
H 0.913 1.106 -2.042
H 1.833 -0.078 -1.670
O 1.796 0.699 -2.177
H -0.801 -0.923 -2.507
H -1.130 -2.106 -2.035
O -1.352 -1.620 -2.818
H -0.139 2.062 -1.336
H -0.485 3.066 -0.310
O 0.025 3.057 -1.128
*
```

natural (NBO) population analysis, charges in e, atoms 1 to 5: -0.24, -0.52, -0.03, -0.83, -0.82



Entry 9:
Entry from the OMol25 dataset: a structure of composition C35H43N4O10ReS2Si2 in a non-equilibrium geometry (ωB97M-V/def2-TZVPD).

As for the LUMO energy (spin up / spin down): 1.5 / 1.5 eV. Its total energy is -102986.2559 eV. For the strongest force on any atom, the calculation gives 0.0454 hartree/bohr. As for the HOMO energy (spin up / spin down): -5.28 / -5.52 eV.

Geometry as ORCA input:
```
! RIJCOSX wB97M-V def2-TZVPD def2/J DEFGRID3
* xyz -1 4
Re -0.355 0.483 0.140
O -3.826 2.424 0.707
C -2.915 1.714 1.016
O -1.952 1.560 0.131
C -2.849 1.015 2.429
C -1.508 1.324 3.104
C -1.540 0.879 4.562
C -1.551 -0.676 4.445
C -1.484 -0.861 2.935
O -0.676 0.289 2.491
C -2.843 -0.526 2.329
C -2.833 -1.120 0.874
O -3.747 -1.820 0.520
O -1.754 -0.976 0.218
H -3.731 1.352 2.980
H -1.097 2.302 2.945
H -0.653 1.243 5.068
H -2.405 1.274 5.096
H -0.660 -1.105 4.917
H -2.462 -1.136 4.865
H -1.034 -1.783 2.584
H -3.690 -0.928 2.871
C 0.286 -1.336 -4.678
Si 0.133 -1.354 -2.772
C -1.319 -2.551 -2.576
C 1.778 -2.114 -2.220
C -0.249 0.286 -1.975
Si 0.578 1.744 -2.800
C -0.430 3.341 -2.529
C 2.444 1.833 -2.491
C 0.484 1.745 -4.680
H 0.388 -2.387 -4.941
H 1.181 -0.846 -5.048
H -0.612 -0.934 -5.175
H -0.960 -3.574 -2.434
H -1.931 -2.545 -3.485
H -1.979 -2.298 -1.737
H 1.650 -3.162 -1.880
H 2.275 -1.524 -1.429
H 2.445 -2.181 -3.097
H -1.311 0.420 -2.245
H -1.049 3.359 -1.627
H -1.074 3.520 -3.394
H 0.245 4.208 -2.463
H 2.721 1.713 -1.446
H 2.812 2.816 -2.821
H 2.945 1.057 -3.086
H -0.550 1.764 -5.055
H 1.039 0.970 -5.206
H 0.973 2.698 -4.965
O -0.251 3.376 1.561
C 0.498 3.266 0.617
O 0.666 2.244 -0.144
C 1.292 4.496 0.210
C 2.619 4.506 -0.176
C 3.228 5.703 -0.461
C 2.499 6.882 -0.397
C 1.163 6.881 -0.045
C 0.587 5.672 0.270
N 3.165 8.175 -0.627
O 2.507 9.192 -0.444
O 4.350 8.161 -0.944
H 3.172 3.581 -0.235
H 4.265 5.748 -0.733
H 0.604 7.806 0.010
H -0.440 5.643 0.617
C 2.077 -4.144 1.158
C 1.701 -2.829 1.069
N 0.479 -2.479 0.676
C -0.412 -3.423 0.407
C -0.129 -4.783 0.483
C 1.163 -5.142 0.845
C -1.177 -5.753 0.110
C -2.448 -5.742 0.502
C -3.075 -4.929 1.557
C -4.433 -4.604 1.514
C -4.934 -3.849 2.573
N -4.181 -3.437 3.597
C -2.904 -3.834 3.544
N -2.311 -4.556 2.593
H 3.104 -4.387 1.443
H 2.379 -2.014 1.291
H -1.395 -3.092 0.094
H 1.457 -6.174 0.863
H -0.886 -6.504 -0.621
H -3.111 -6.466 0.028
H -5.046 -4.920 0.683
H -5.970 -3.517 2.550
H -2.253 -3.520 4.359
C 4.981 -0.609 -0.710
O 3.744 -0.439 -0.031
C 3.597 0.441 0.977
S 4.867 1.368 1.502
S 1.989 0.385 1.588
H 4.771 -1.291 -1.534
H 5.735 -1.039 -0.058
H 5.347 0.353 -1.101
*
```

Mulliken population analysis, charges in e, atoms 1 to 5: 0.45, -0.73, 0.31, -0.50, 0.01